--- a ---
{
  "formula": "C7H12S",
  "method": "ωB97M-V/def2-TZVPD",
  "e_homo_ev": [-7.1, -7.2],
  "multiplicity": 1,
  "lumo_ev": [0.2, 0.3],
  "gap_ev": [7.30, 7.46],
  "symbols": ["C", "C", "C", "C", "C", "C", "C", "S", "H", "H", "H", "H", "H", "H", "H", "H", "H", "H", "H", "H"],
  "xyz": [[0.423, 1.856, -0.072], [1.306, 1.043, 0.519], [-0.994, 1.411, -0.073], [0.975, -0.230, 1.059], [-1.210, -0.056, -0.294], [1.954, -1.286, 0.942], [-1.063, -0.822, -1.508], [-2.542, -0.634, 0.674], [0.578, 2.864, -0.428], [2.434, 1.267, 0.289], [-1.522, 1.605, 0.880], [-1.477, 2.029, -0.963], [0.161, -0.222, 1.874], [1.680, -2.245, 1.618], [2.887, -0.840, 1.444], [2.407, -1.544, -0.080], [-1.078, -1.877, -1.350], [0.036, -0.608, -1.861], [-1.758, -0.582, -2.319], [-3.199, -1.129, -0.350]]
}

--- b ---
{
  "formula": "C7H12S",
  "method": "ωB97M-V/def2-TZVPD",
  "e_homo_ev": -9.0,
  "multiplicity": 1,
  "lumo_ev": 0.2,
  "gap_ev": 9.24,
  "symbols": ["C", "C", "C", "C", "C", "C", "C", "H", "H", "H", "H", "H", "H", "H", "H", "H", "H", "H", "H", "S"],
  "xyz": [[-0.656, 1.830, -0.413], [0.000, 0.773, 0.422], [-0.920, -0.408, 0.747], [-1.183, -1.125, -0.502], [0.235, -1.034, -1.168], [1.036, -0.408, -0.070], [0.411, -1.047, 1.132], [-1.525, 1.625, -1.394], [0.248, 2.346, -0.828], [-0.985, 2.700, 0.326], [0.464, 1.593, 1.156], [-1.584, -0.253, 1.516], [-1.870, -0.782, -1.192], [-1.253, -2.163, -0.196], [0.463, -0.391, -2.145], [0.767, -1.904, -1.629], [2.697, 1.244, 0.947], [0.166, -2.086, 1.399], [0.685, -0.457, 2.042], [2.806, -0.054, -0.150]]
}

--- c ---
{
  "formula": "C7H12S",
  "method": "ωB97M-V/def2-TZVPD",
  "e_homo_ev": -8.8,
  "multiplicity": 1,
  "lumo_ev": 0.9,
  "smiles": "C=CC[C@H]1CC[C@@H]1S",
  "gap_ev": 9.79,
  "symbols": ["C", "C", "C", "C", "C", "C", "C", "H", "H", "H", "H", "H", "H", "H", "H", "H", "H", "H", "H", "S"],
  "xyz": [[0.903, -0.009, 0.388], [1.975, 1.027, -0.060], [0.807, 2.026, -0.273], [-0.156, 0.847, -0.267], [-1.573, 1.103, 0.297], [-2.514, -0.045, 0.251], [-2.363, -1.196, -0.408], [2.259, -1.881, 0.875], [0.711, 0.022, 1.460], [2.679, 1.207, 0.748], [2.505, 0.642, -1.009], [0.661, 2.697, 0.580], [0.783, 2.614, -1.201], [-0.305, 0.514, -1.317], [-1.466, 1.538, 1.334], [-1.919, 1.901, -0.370], [-3.415, 0.030, 0.904], [-1.477, -1.381, -1.039], [-3.055, -1.994, -0.376], [1.223, -1.776, -0.010]]
}

--- d ---
{
  "formula": "C7H12S",
  "method": "ωB97M-V/def2-TZVPD",
  "e_homo_ev": -7.3,
  "multiplicity": 1,
  "lumo_ev": 0.9,
  "gap_ev": 8.17,
  "symbols": ["C", "C", "C", "C", "C", "C", "C", "S", "H", "H", "H", "H", "H", "H", "H", "H", "H", "H", "H", "H"],
  "xyz": [[-0.888, 0.422, 0.674], [1.712, 1.923, 1.493], [-1.727, 1.221, 0.104], [-0.715, -3.344, -1.617], [0.389, -3.643, -2.617], [0.745, -3.355, -1.419], [0.862, 3.096, 1.700], [0.943, 0.717, 0.431], [-1.127, -0.163, 1.489], [1.904, 1.455, 2.493], [-2.766, 1.180, 0.410], [-1.305, 2.124, -0.446], [-1.204, -2.465, -1.930], [-1.340, -4.078, -1.183], [0.578, -4.015, -3.626], [1.503, -2.961, -0.787], [1.122, 3.592, 2.565], [0.863, 3.846, 0.956], [-0.176, 2.825, 1.825], [0.628, 1.621, -0.515]]
}

Pick c: it beats the second-best structure by 276.3 kJ/mol.

--- a ---
{
  "formula": "C4H8N2",
  "method": "ωB97M-V/def2-TZVPD",
  "e_homo_ev": -9.6,
  "multiplicity": 1,
  "lumo_ev": 0.8,
  "smiles": "C/C=C(/N)C#N.[H][H]",
  "gap_ev": 10.35,
  "symbols": ["C", "C", "C", "N", "C", "N", "H", "H", "H", "H", "H", "H", "H", "H"],
  "xyz": [[-1.710, 0.380, -0.286], [-0.432, -0.357, -0.530], [0.802, 0.109, -0.309], [1.954, -0.686, -0.585], [0.982, 1.434, 0.247], [1.138, 2.487, 0.708], [-2.072, 0.833, -1.216], [-1.588, 1.177, 0.455], [-2.487, -0.307, 0.067], [-0.914, -1.475, 1.956], [-0.490, -1.382, -0.891], [-0.307, -1.148, 1.681], [2.345, -0.463, -1.496], [2.680, -0.548, 0.113]]
}

--- b ---
{
  "formula": "C4H8N2",
  "method": "ωB97M-V/def2-TZVPD",
  "e_homo_ev": -8.5,
  "multiplicity": 1,
  "lumo_ev": 0.9,
  "gap_ev": 9.46,
  "symbols": ["C", "C", "C", "C", "H", "H", "H", "H", "H", "H", "H", "H", "N", "N"],
  "xyz": [[0.955, -0.350, -0.132], [-0.022, 0.044, -1.161], [-0.898, 1.203, -0.798], [-1.478, -0.145, -0.820], [1.999, -1.490, 1.875], [0.916, -0.518, 3.012], [1.966, -1.199, -0.504], [0.449, -0.016, -2.128], [-0.784, 1.726, 0.291], [-1.190, 2.016, -1.555], [-1.685, -0.432, 0.227], [-2.254, -0.519, -1.571], [1.477, -0.389, 2.159], [0.548, 0.069, 1.104]]
}

--- c ---
{
  "formula": "C4H8N2",
  "method": "ωB97M-V/def2-TZVPD",
  "e_homo_ev": -8.7,
  "multiplicity": 1,
  "lumo_ev": 0.8,
  "smiles": "CN(C)CC#N",
  "gap_ev": 9.47,
  "symbols": ["C", "N", "C", "C", "C", "N", "H", "H", "H", "H", "H", "H", "H", "H"],
  "xyz": [[0.298, -0.379, 1.555], [0.318, -0.182, 0.125], [1.013, 0.966, -0.401], [-0.641, -0.810, -0.727], [-1.728, 0.066, -1.253], [-2.546, 0.746, -1.708], [1.269, -0.765, 1.899], [-0.456, -1.124, 1.822], [0.072, 0.540, 2.117], [0.343, 1.791, -0.698], [1.615, 0.687, -1.276], [1.698, 1.350, 0.359], [-1.109, -1.648, -0.203], [-0.146, -1.239, -1.612]]
}

Pick c: it beats the second-best structure by 67.8 kJ/mol.

--- a ---
{
  "formula": "C4H8N2",
  "method": "ωB97M-V/def2-TZVPD",
  "e_homo_ev": -9.2,
  "multiplicity": 1,
  "lumo_ev": 1.1,
  "smiles": "C1N[C@H]1[C@H]1CN1",
  "gap_ev": 10.28,
  "symbols": ["C", "N", "C", "C", "C", "N", "H", "H", "H", "H", "H", "H", "H", "H"],
  "xyz": [[-0.440, 1.191, -1.388], [-0.672, 1.685, -0.022], [0.481, 0.865, -0.277], [0.456, -0.596, 0.024], [0.610, -1.175, 1.392], [-0.708, -1.093, 0.753], [-0.147, 1.905, -2.150], [-1.125, 0.414, -1.744], [-1.349, 1.047, 0.402], [1.470, 1.321, -0.248], [0.645, -0.895, -1.006], [0.724, -0.485, 2.234], [1.024, -2.162, 1.603], [-0.968, -2.021, 0.428]]
}

--- b ---
{
  "formula": "C4H8N2",
  "method": "ωB97M-V/def2-TZVPD",
  "e_homo_ev": -8.6,
  "multiplicity": 1,
  "lumo_ev": 1.2,
  "smiles": "C=NN1C[C@@H]1C",
  "gap_ev": 9.82,
  "symbols": ["C", "C", "C", "C", "H", "H", "H", "H", "H", "H", "H", "H", "N", "N"],
  "xyz": [[0.180, 1.469, 1.111], [-0.180, 1.172, -0.418], [0.684, 0.215, -1.148], [-0.723, -2.359, 0.167], [-0.659, 1.521, 1.764], [0.678, 0.368, 1.350], [1.109, 2.281, 1.127], [-0.735, 2.011, -0.806], [0.865, 0.473, -2.239], [1.590, -0.017, -0.721], [-1.626, -2.704, -0.405], [-0.324, -3.097, 0.802], [-0.613, -0.216, -0.779], [-0.245, -1.117, 0.196]]
}

--- c ---
{
  "formula": "C4H8N2",
  "method": "ωB97M-V/def2-TZVPD",
  "e_homo_ev": -9.3,
  "multiplicity": 1,
  "lumo_ev": 1.0,
  "smiles": "[H]/N=C\\N1C[C@@H]1C",
  "gap_ev": 10.27,
  "symbols": ["C", "C", "C", "C", "H", "H", "H", "H", "H", "H", "H", "H", "N", "N"],
  "xyz": [[1.701, -0.794, -0.260], [0.452, -0.163, 0.304], [0.256, 1.302, 0.126], [-1.982, 0.281, -0.222], [2.612, -0.319, 0.435], [1.844, -0.506, -1.374], [1.715, -1.954, -0.039], [0.128, -0.576, 1.212], [1.007, 1.782, -0.474], [-0.002, 1.903, 1.046], [-2.669, 1.106, -0.366], [-1.863, -1.631, 0.107], [-0.654, 0.404, -0.575], [-2.546, -0.833, 0.080]]
}

Pick c: it beats the second-best structure by 51.0 kJ/mol.

--- a ---
{
  "formula": "C4H8N2",
  "method": "ωB97M-V/def2-TZVPD",
  "e_homo_ev": -8.5,
  "multiplicity": 1,
  "lumo_ev": 0.7,
  "gap_ev": 9.13,
  "symbols": ["C", "C", "N", "C", "C", "N", "H", "H", "H", "H", "H", "H", "H", "H"],
  "xyz": [[-1.225, -0.685, 1.557], [-0.227, -0.561, 0.446], [0.354, 0.630, 0.197], [1.021, 0.807, -0.999], [2.075, -0.116, -1.298], [2.902, -0.891, -1.551], [-1.839, 0.218, 1.652], [-0.739, -0.875, 2.522], [-1.895, -1.525, 1.355], [0.399, -1.426, 0.238], [-0.727, -0.613, -1.175], [-0.166, 1.441, 0.508], [1.208, 1.839, -1.277], [-0.224, -0.097, -1.706]]
}

--- b ---
{
  "formula": "C4H8N2",
  "method": "ωB97M-V/def2-TZVPD",
  "e_homo_ev": -9.4,
  "multiplicity": 1,
  "lumo_ev": -0.6,
  "gap_ev": 8.81,
  "symbols": ["C", "N", "C", "C", "C", "N", "H", "H", "H", "H", "H", "H", "H", "H"],
  "xyz": [[1.659, -0.115, 0.408], [0.197, -0.279, 0.390], [-0.436, 0.598, -0.585], [-1.995, -1.572, 0.126], [-0.202, 2.040, -0.382], [-0.054, 3.171, -0.193], [2.079, -0.432, -0.552], [2.106, -0.725, 1.197], [1.956, 0.934, 0.573], [-0.170, -0.073, 1.315], [-0.087, 0.311, -1.582], [-1.512, 0.408, -0.530], [-1.816, -1.962, -0.902], [-1.639, -2.395, 0.768]]
}

Pick a: it beats the second-best structure by 156.4 kJ/mol.

--- a ---
{
  "formula": "C4H8N2",
  "method": "ωB97M-V/def2-TZVPD",
  "e_homo_ev": -9.1,
  "multiplicity": 1,
  "lumo_ev": 0.9,
  "smiles": "[H]/N=C(/N)C(=C)C",
  "gap_ev": 10.05,
  "symbols": ["C", "C", "C", "C", "H", "H", "H", "H", "H", "H", "H", "H", "N", "N"],
  "xyz": [[-1.733, -0.825, 0.227], [-0.708, 0.248, -0.039], [-0.932, 1.534, -0.235], [0.704, -0.235, -0.029], [-1.553, -1.358, 1.178], [-1.652, -1.610, -0.538], [-2.737, -0.442, 0.240], [-0.127, 2.255, -0.361], [-1.980, 1.880, -0.261], [1.461, 1.589, 0.739], [2.616, 0.374, 0.366], [0.308, -2.016, -0.370], [1.696, 0.735, 0.172], [1.116, -1.451, -0.247]]
}

--- b ---
{
  "formula": "C4H8N2",
  "method": "ωB97M-V/def2-TZVPD",
  "e_homo_ev": -9.1,
  "multiplicity": 1,
  "lumo_ev": 0.8,
  "smiles": "[H]/N=N\\CC(=C)C",
  "gap_ev": 9.89,
  "symbols": ["C", "C", "C", "C", "N", "N", "H", "H", "H", "H", "H", "H", "H", "H"],
  "xyz": [[0.483, -0.586, 0.904], [-0.361, 0.066, -1.429], [-0.628, 0.065, 0.044], [-1.758, 0.495, 0.587], [1.386, 0.523, 0.984], [2.472, 0.522, 0.439], [2.738, -0.370, -0.050], [0.930, -1.467, 0.409], [0.094, -0.785, 1.902], [-1.194, 0.501, -1.972], [-0.196, -0.947, -1.795], [0.532, 0.650, -1.647], [-1.931, 0.474, 1.649], [-2.567, 0.859, -0.025]]
}

--- c ---
{
  "formula": "C4H8N2",
  "method": "ωB97M-V/def2-TZVPD",
  "e_homo_ev": -9.6,
  "multiplicity": 1,
  "lumo_ev": 1.2,
  "smiles": "C1N[C@H]1[C@H]1CN1",
  "gap_ev": 10.77,
  "symbols": ["C", "N", "C", "C", "C", "N", "H", "H", "H", "H", "H", "H", "H", "H"],
  "xyz": [[1.692, 0.243, -0.782], [1.876, 0.043, 0.652], [0.666, -0.471, 0.006], [-0.598, 0.235, 0.384], [-1.883, 0.133, -0.340], [-1.687, -0.559, 0.931], [2.331, -0.315, -1.463], [1.497, 1.275, -1.064], [2.552, -0.698, 0.809], [0.598, -1.552, -0.107], [-0.415, 1.213, 0.834], [-2.019, -0.520, -1.198], [-2.463, 1.055, -0.358], [-2.148, -0.081, 1.698]]
}

Pick a: it beats the second-best structure by 163.4 kJ/mol.

--- a ---
{
  "formula": "C4H8N2",
  "method": "ωB97M-V/def2-TZVPD",
  "e_homo_ev": -10.3,
  "multiplicity": 1,
  "lumo_ev": 0.8,
  "smiles": "CC(C)(N)C#N",
  "gap_ev": 11.15,
  "symbols": ["C", "C", "C", "N", "C", "N", "H", "H", "H", "H", "H", "H", "H", "H"],
  "xyz": [[-0.803, 1.056, -0.595], [-0.047, -0.094, 0.083], [1.474, 0.083, 0.021], [-0.389, -1.339, -0.603], [-0.502, -0.157, 1.505], [-0.931, -0.291, 2.572], [-1.867, 0.981, -0.350], [-0.684, 0.986, -1.680], [-0.441, 2.030, -0.255], [1.797, -0.020, -1.019], [1.976, -0.688, 0.615], [1.783, 1.062, 0.397], [0.030, -2.125, -0.112], [-1.395, -1.483, -0.579]]
}

--- b ---
{
  "formula": "C4H8N2",
  "method": "ωB97M-V/def2-TZVPD",
  "e_homo_ev": -7.6,
  "multiplicity": 1,
  "lumo_ev": 0.5,
  "gap_ev": 8.10,
  "symbols": ["C", "N", "C", "C", "C", "N", "H", "H", "H", "H", "H", "H", "H", "H"],
  "xyz": [[-0.900, -0.177, 1.565], [0.294, -0.102, 1.018], [0.666, 0.353, -0.199], [-0.359, 0.960, -1.096], [2.047, 0.323, -0.485], [3.189, 0.290, -0.711], [-1.758, 0.207, 1.034], [-0.986, -0.633, 2.540], [-0.962, -2.121, -0.383], [1.058, -0.480, 1.572], [-0.395, -1.969, -0.846], [0.054, 1.096, -2.098], [-1.244, 0.313, -1.183], [-0.702, 1.939, -0.729]]
}

--- c ---
{
  "formula": "C4H8N2",
  "method": "ωB97M-V/def2-TZVPD",
  "e_homo_ev": -9.2,
  "multiplicity": 1,
  "lumo_ev": 1.1,
  "smiles": "[H]/N=C(\\N)C1CC1",
  "gap_ev": 10.31,
  "symbols": ["C", "C", "C", "C", "H", "H", "H", "H", "H", "H", "H", "H", "N", "N"],
  "xyz": [[0.931, 0.265, -0.026], [-0.446, -0.102, -0.418], [-1.547, 0.078, 0.583], [-1.043, -1.292, 0.321], [2.481, 1.474, -0.890], [1.066, 1.443, -1.830], [2.269, -0.146, 1.391], [-0.785, 0.090, -1.454], [-2.529, 0.255, 0.175], [-1.212, 0.500, 1.494], [-0.143, -1.696, 0.855], [-1.844, -1.846, -0.265], [1.507, 1.097, -1.012], [1.295, -0.121, 1.077]]
}

--- d ---
{
  "formula": "C4H8N2",
  "method": "ωB97M-V/def2-TZVPD",
  "e_homo_ev": -7.8,
  "multiplicity": 1,
  "lumo_ev": 0.1,
  "gap_ev": 7.89,
  "symbols": ["C", "C", "C", "C", "H", "H", "H", "H", "H", "H", "H", "H", "N", "N"],
  "xyz": [[0.344, -0.892, -1.699], [0.992, -0.150, -0.540], [2.396, -0.059, -0.598], [0.292, 0.411, 0.497], [-0.047, -1.895, -1.472], [1.147, -1.076, -2.447], [-0.594, -0.390, -2.160], [-1.510, -0.275, -0.048], [2.636, 0.757, 0.242], [0.796, 0.997, 1.249], [-1.669, 0.090, 2.573], [-1.872, 1.643, 2.001], [-1.034, 0.224, 0.675], [-1.876, 0.616, 1.726]]
}

Pick a: it beats the second-best structure by 141.0 kJ/mol.